Molecular formula: C42H43MnN4O4Si
Method: DFT, ωB97M-V/def2-TZVPD

The LUMO energy (alpha / beta) comes out at 1.8683 / 1.8474 eV. The maximum force comes out at 1.1 eV/A. The calculation puts the energy above the lowest of the compared OMol25 structures with the same formula, charge and spin at 0.884 eV. The value obtained for the gap between HOMO and LUMO (alpha / beta) is 4.41 / 6.41 eV. The expectation value of S² is 9.0702. The HOMO energy (alpha / beta) is -2.54 / -4.57 eV. As for the charge: -1. As for the spin multiplicity: 6.

CARTESIAN COORDINATES (ANGSTROEM)
Mn -0.08 -0.48 1.50
C 4.67 0.61 1.14
C 5.26 -0.64 1.15
C 4.44 -1.76 1.18
C 3.06 -1.60 1.19
N 2.49 -0.40 1.19
C 3.28 0.67 1.17
C 2.16 -2.79 1.26
C 2.62 -4.08 1.03
C 1.78 -5.16 1.26
C 0.51 -4.92 1.75
C 0.11 -3.60 1.89
N 0.90 -2.57 1.61
H 5.25 1.52 1.12
H 6.33 -0.74 1.16
H 4.88 -2.74 1.23
H 2.79 1.64 1.17
H 3.63 -4.24 0.67
H 2.13 -6.17 1.08
H -0.17 -5.72 1.99
H -0.87 -3.35 2.27
O -0.47 -0.21 5.55
C -0.70 -0.04 4.37
O -0.05 -0.66 3.40
C -1.77 0.95 3.82
O -2.30 1.75 4.60
O -1.99 0.82 2.56
C -1.11 -0.01 -5.41
C 0.27 0.33 -4.84
C 1.32 -0.62 -5.45
C 0.62 1.76 -5.24
C 0.23 0.14 -3.33
C -0.01 -1.16 -2.79
C -0.10 -1.32 -1.44
N 0.05 -0.32 -0.55
C 0.33 0.95 -1.03
C 0.40 1.16 -2.43
C 0.55 1.98 -0.07
C 1.00 3.29 -0.40
C 1.29 4.20 0.59
C 1.10 3.80 1.93
C 0.64 2.53 2.19
N 0.38 1.63 1.24
C 1.83 5.59 0.29
C 3.23 5.73 0.92
C 1.96 5.86 -1.21
C 0.89 6.64 0.89
H -1.11 0.08 -6.50
H -1.87 0.67 -5.01
H -1.41 -1.03 -5.15
H 1.35 -0.49 -6.53
H 1.08 -1.66 -5.24
H 2.31 -0.40 -5.04
H 0.64 1.84 -6.33
H 1.60 2.05 -4.85
H -0.12 2.47 -4.86
H -0.17 -2.03 -3.42
H -0.28 -2.30 -1.02
H 0.61 2.16 -2.79
H 1.13 3.54 -1.44
H 1.30 4.47 2.76
H 0.47 2.21 3.21
H 3.91 4.99 0.49
H 3.19 5.58 2.00
H 3.63 6.73 0.73
H 2.65 5.16 -1.69
H 2.35 6.87 -1.37
H 0.99 5.79 -1.71
H 0.78 6.51 1.97
H -0.10 6.56 0.44
H 1.28 7.65 0.70
C -3.51 -3.79 -2.70
C -2.82 -4.39 -1.65
C -2.47 -3.64 -0.53
C -2.81 -2.29 -0.41
C -3.48 -1.71 -1.49
C -3.83 -2.44 -2.62
Si -2.45 -1.16 1.11
C -3.40 -2.01 2.53
C -4.14 -1.24 3.44
C -4.77 -1.81 4.53
C -4.69 -3.18 4.76
C -4.01 -3.97 3.85
C -3.38 -3.39 2.75
H -3.80 -4.38 -3.57
H -2.56 -5.44 -1.70
H -1.89 -4.13 0.24
H -3.74 -0.66 -1.45
H -4.35 -1.96 -3.44
H -3.30 -0.02 0.71
H -4.22 -0.17 3.28
H -5.30 -1.17 5.23
H -5.17 -3.62 5.62
H -3.97 -5.05 3.99
H -2.89 -4.05 2.04